ORCA calculation (ωB97M-V with the def2-TZVPD basis set) on a structure of composition C21H24CoN2OP2S.

Calculated values
<S²> = 6.100
orbital gap (alpha / beta) = 7.74 / 5.94 eV
ΔE to the lowest compared entry with this formula, charge and spin = 397.82 kJ/mol
F_max = 7.5 eV/A
lowest unoccupied orbital energy (alpha / beta) = -2.56 / -5.49 eV
net charge = +1
2S+1 = 5

XYZ file:
```
52
Properties=species:S:1:pos:R:3:lowdin_charge:R:1
Co -0.317 -0.191 1.028 -0.14
S -0.697 -0.539 3.232 0.65
P -2.190 0.805 1.077 0.77
P -0.183 -2.366 0.965 0.80
O 2.163 1.229 1.161 0.19
N 0.246 0.171 -0.927 0.06
N 1.496 0.522 4.736 0.09
C -2.139 2.411 1.941 -0.21
C -1.289 2.060 -1.136 -0.22
C 0.234 -2.721 -0.802 -0.25
C 0.981 2.127 -2.181 -0.16
C 1.449 -1.940 -1.118 -0.23
C 0.609 0.097 4.084 -0.74
C 1.150 0.683 1.299 -0.16
C -0.149 4.180 -1.604 -0.04
C -3.760 0.042 1.530 -0.22
C 2.752 -2.385 -0.986 -0.05
C 1.323 -0.541 -1.430 -0.17
C -1.646 -3.441 1.295 -0.22
C -0.051 1.439 -1.421 -0.17
C -1.266 3.461 -1.107 -0.04
C 3.643 -0.403 -2.142 -0.01
C -2.440 1.210 -0.698 -0.25
C 0.962 3.517 -2.155 -0.03
C 2.362 0.125 -2.189 -0.17
C 1.183 -3.116 1.892 -0.22
C 3.832 -1.656 -1.490 -0.03
C 1.937 1.307 -2.994 -0.06
H 1.067 -2.889 2.960 0.05
H -2.069 4.011 -0.645 0.11
H -3.038 2.998 1.697 0.07
H -3.789 -0.997 1.186 0.04
H -0.221 5.302 -1.548 0.13
H -2.461 0.269 -1.222 0.09
H -2.513 -3.061 0.721 0.04
H 2.963 -3.319 -0.489 0.12
H 2.132 -2.698 1.535 0.05
H 2.970 2.010 -4.072 0.29
H -0.638 -2.441 -1.382 0.10
H 4.494 0.128 -2.618 0.13
H -2.087 2.232 3.025 0.05
H 1.773 4.160 -2.633 0.14
H -1.397 -4.472 0.973 0.06
H -3.402 1.692 -0.830 0.10
H -1.874 -3.424 2.374 0.05
H 1.210 0.839 -3.641 0.11
H -3.897 0.057 2.615 0.06
H 4.867 -2.051 -1.391 0.13
H -1.243 2.972 1.633 0.06
H 0.367 -3.797 -0.903 0.10
H 1.180 -4.204 1.735 0.07
H -4.585 0.595 1.060 0.07
```

***

ORCA calculation (ωB97M-V with the def2-TZVPD basis set) on a structure of composition C21H24F2N7ORuS3.

Calculated values
<S²> = 0.758
orbital gap (alpha / beta) = 7.02 / 7.00 eV
ΔE to the lowest compared entry with this formula, charge and spin = 98.35 kJ/mol
F_max = 0.5 eV/A
lowest unoccupied orbital energy (alpha / beta) = -0.16 / -0.17 eV
2S+1 = 2

XYZ file:
```
59
Properties=species:S:1:pos:R:3:lowdin_charge:R:1
Ru -1.246 0.916 1.167 1.06
S -2.526 2.729 1.840 0.71
S -2.479 1.837 -1.647 0.57
S 0.017 3.223 -2.500 1.01
F -1.039 0.831 3.958 -0.04
F 0.932 0.713 3.024 -0.09
O 0.145 -0.487 0.099 -0.08
N -4.419 0.955 1.087 -0.01
N 0.124 -1.367 -2.005 -0.06
N -5.107 3.103 1.408 0.08
N -0.290 2.243 -0.136 -0.17
N -3.353 0.147 1.206 -0.14
N 2.071 -1.306 -0.721 -0.07
N -1.389 -1.279 2.051 0.04
C 2.039 -2.702 -2.712 -0.15
C 0.743 -1.024 -0.850 -0.43
C 3.605 3.657 -0.661 -0.10
C -2.196 -3.262 0.977 -0.02
C -0.950 2.415 -1.280 -1.16
C -2.309 -1.918 1.311 -0.27
C -0.355 -1.972 2.517 -0.11
C -0.322 1.336 2.905 -0.51
C 3.266 3.087 0.564 -0.09
C 1.036 2.671 -0.203 -0.29
C 2.659 3.746 -1.668 -0.10
C -4.106 2.192 1.397 -0.84
C -1.299 -1.161 -2.186 -0.07
C 2.793 -0.889 0.468 -0.02
C 0.839 -1.897 -3.157 -0.15
C 1.993 2.595 0.803 -0.03
C 1.384 3.253 -1.430 -0.48
C -1.106 -3.970 1.452 -0.06
C -0.179 -3.321 2.254 -0.05
C 2.883 -1.839 -1.800 -0.16
C -3.452 -1.097 0.919 -0.08
H -1.798 -2.122 -2.344 0.09
H 2.904 4.194 -2.623 0.11
H -5.976 2.809 0.995 0.10
H 0.355 -1.417 3.114 0.11
H 3.693 -2.418 -1.353 0.12
H -0.143 2.393 3.120 0.08
H 4.007 3.029 1.352 0.10
H 0.140 -2.519 -3.718 0.12
H -1.486 -0.515 -3.045 0.07
H 1.704 -3.590 -2.169 0.12
H 3.344 -1.020 -2.366 0.13
H 3.547 -0.141 0.212 0.09
H 3.290 -1.752 0.917 0.09
H -1.728 -0.671 -1.321 0.01
H 2.104 -0.455 1.184 0.06
H 1.145 -1.077 -3.817 0.13
H 0.672 -3.844 2.668 0.11
H -0.987 -5.018 1.211 0.11
H 2.620 -3.030 -3.574 0.12
H -4.859 4.072 1.315 0.08
H -4.356 -1.525 0.497 0.13
H 4.604 4.037 -0.825 0.10
H -2.953 -3.731 0.362 0.11
H 1.751 2.154 1.755 0.08
```

***

ORCA calculation (ωB97M-V with the def2-TZVPD basis set) on an isolated molecule of C21H24FN3O5S2.

Calculated values
orbital gap = 9.44 eV
ΔE to the lowest compared entry with this formula, charge and spin = 1.62 kJ/mol
SMILES = O=C(c1ccc(S(=O)(=O)N2CCCC2)cc1)N1CCN(S(=O)(=O)c2cccc(F)c2)CC1
F_max = 1.2 eV/A
lowest unoccupied orbital energy = 0.00 eV

XYZ file:
```
56
Properties=species:S:1:pos:R:3:lowdin_charge:R:1
S 3.726 -0.679 -1.586 0.68
S -4.617 -0.943 -0.081 0.67
F 3.621 3.519 1.300 0.08
O -5.417 -1.023 1.103 -0.28
O 5.100 -0.332 -1.775 -0.27
O -4.746 -1.951 -1.090 -0.28
O 1.468 0.665 2.079 0.08
O 2.942 -1.138 -2.695 -0.28
N 3.715 -1.919 -0.473 -0.24
N 2.083 -1.412 1.478 -0.04
N -4.969 0.516 -0.804 -0.23
C -3.110 1.701 -1.725 -0.15
C 1.176 -0.417 1.595 -0.41
C 0.975 2.168 -0.744 -0.05
C -0.233 -0.677 1.161 -0.12
C 4.407 -1.722 0.771 -0.15
C 1.870 -2.728 0.933 -0.11
C 1.644 2.995 0.139 0.01
C 2.605 -2.838 -0.421 -0.15
C -4.812 1.693 0.020 -0.18
C 3.462 -1.166 1.861 -0.10
C 1.607 1.050 -1.266 -0.07
C -2.570 -0.447 1.698 -0.04
C 3.606 1.590 -0.036 0.00
C -2.890 -0.879 0.426 -0.25
C -0.573 -1.126 -0.113 -0.02
C -4.311 0.797 -2.061 -0.18
C -1.240 -0.337 2.062 0.02
C -3.434 2.282 -0.336 -0.15
C 2.903 0.762 -0.888 -0.25
C -1.905 -1.228 -0.478 -0.04
C 2.955 2.700 0.473 -0.26
H -3.470 3.369 -0.349 0.11
H 1.122 0.410 -1.986 0.11
H -2.996 2.483 -2.474 0.11
H 5.234 -1.043 0.570 0.11
H 1.963 -2.596 -1.269 0.10
H 3.665 -1.653 2.821 0.13
H -4.919 1.410 1.065 0.11
H 2.295 -3.451 1.639 0.13
H -5.610 2.396 -0.237 0.13
H 4.824 -2.686 1.084 0.13
H -2.188 1.121 -1.695 0.08
H 0.194 -1.371 -0.830 0.10
H 3.570 -0.088 1.992 0.11
H -2.684 1.976 0.395 0.09
H -0.963 0.021 3.042 0.13
H -2.192 -1.590 -1.453 0.12
H 2.976 -3.861 -0.562 0.13
H 0.807 -2.938 0.828 0.12
H -3.366 -0.210 2.386 0.12
H 4.637 1.388 0.205 0.13
H -5.022 1.322 -2.705 0.13
H -4.042 -0.145 -2.534 0.11
H 1.171 3.864 0.567 0.13
H -0.041 2.396 -1.027 0.10
```

***

ORCA calculation (ωB97M-V with the def2-TZVPD basis set) on an isolated molecule of C21H24FNO4.

Calculated values
orbital gap = 8.55 eV
ΔE to the lowest compared entry with this formula, charge and spin = 85.12 kJ/mol
SMILES = CCC(=O)N1CCc2cc(OC)c(OC)cc2[C@@H]1COc1ccc(F)cc1
F_max = 0.7 eV/A
lowest unoccupied orbital energy = 0.68 eV

XYZ file:
```
51
Properties=species:S:1:pos:R:3:lowdin_charge:R:1
F -4.525 -0.555 2.325 0.04
O 4.532 -0.594 0.197 0.06
O -1.935 -3.165 -1.388 -0.07
O 0.885 0.263 2.079 -0.04
O -3.497 -0.742 -1.665 -0.11
N 2.698 0.518 -0.456 0.01
C -2.366 -1.485 2.109 0.00
C -4.257 0.438 -1.578 -0.07
C -0.996 -1.311 2.040 -0.01
C -2.166 -0.691 -1.344 -0.18
C -2.657 0.884 2.433 -0.01
C 5.097 2.583 0.231 -0.08
C -3.182 -0.387 2.289 -0.29
C 4.043 0.388 -0.335 -0.47
C -0.151 0.535 -0.785 -0.19
C 1.814 -0.654 1.544 -0.09
C -1.458 -1.902 -1.210 -0.20
C 1.910 -0.628 -0.010 -0.17
C 2.029 1.602 -1.144 -0.13
C 4.923 1.513 -0.849 -0.16
C -1.485 0.504 -1.156 0.05
C -1.290 1.051 2.364 0.00
C 0.619 1.804 -0.593 -0.09
C -0.442 -0.038 2.141 -0.27
C 0.534 -0.657 -0.602 -0.14
C -0.116 -1.854 -0.847 0.05
C -3.311 -3.415 -1.569 -0.07
H -3.313 1.725 2.594 0.12
H 4.532 1.943 -1.770 0.10
H 0.686 2.048 0.470 0.12
H -0.377 -2.181 1.894 0.11
H 5.531 2.137 1.122 0.08
H -3.976 1.160 -2.352 0.10
H 1.603 -1.675 1.870 0.13
H -3.905 -3.030 -0.737 0.09
H -5.289 0.130 -1.735 0.10
H -2.799 -2.469 2.020 0.12
H -4.164 0.902 -0.591 0.09
H -3.398 -4.501 -1.606 0.09
H 0.137 2.636 -1.108 0.12
H 5.761 3.369 -0.122 0.07
H 4.145 3.032 0.506 0.07
H 2.473 -1.529 -0.285 0.16
H -0.853 2.030 2.478 0.12
H 5.897 1.070 -1.062 0.12
H -3.682 -2.989 -2.503 0.09
H 2.598 2.523 -1.016 0.11
H 2.783 -0.357 1.950 0.13
H 1.962 1.376 -2.219 0.14
H -2.001 1.442 -1.285 0.11
H 0.400 -2.795 -0.735 0.14
```